(1)
The following is a quantum chemistry calculation of the molecule C8H16N2, from the Open Molecules 2025 dataset.

```
26
Properties=species:S:1:pos:R:3:nbo_charge:R:1
H -0.87222 1.48456 2.71254 0.230
H -2.39732 -0.07271 -0.47116 0.199
H 0.53539 -0.41231 -2.39219 0.220
H -0.94430 0.47187 -2.27857 0.211
C 0.26245 0.30941 -0.46546 0.072
H -1.13867 2.56931 1.19191 0.219
H -2.22332 1.71488 -0.60082 0.211
H 1.79388 -0.91474 1.10879 0.207
H -2.73333 0.66489 0.94435 0.223
H 2.20451 0.70039 -1.10079 0.210
C 1.01442 -1.41072 0.65329 -0.048
H 0.79438 -2.43396 -1.13630 0.212
C 1.41890 1.19285 -0.71884 -0.646
N -0.91693 -0.69998 1.54142 -0.098
N -0.05759 -1.54760 1.47031 -0.127
H -0.96218 -1.22587 -1.43372 0.227
H 0.45766 1.98677 1.72274 0.210
H 1.22772 2.01742 -1.27094 0.203
H 0.85719 -3.36240 0.24038 0.224
H 2.23786 -2.68650 -0.39632 0.212
C -0.75870 0.51977 0.70114 -0.042
C 1.25884 -2.55951 -0.24115 -0.637
C -2.10159 0.73675 0.04214 -0.602
C -0.57500 1.74107 1.60830 -0.607
C -0.29066 -0.32933 -1.73678 -0.679
H 1.90860 1.54568 0.30575 0.197
```

As for the gap between HOMO and LUMO: 8.606 eV.

(2)
The following is a quantum chemistry calculation of the molecule C8H16N2, from the Open Molecules 2025 dataset.

```
26
Properties=species:S:1:pos:R:3:nbo_charge:R:1
H 0.66903 -2.63268 -0.99927 0.225
H 0.25755 -1.28021 -1.87296 0.205
H 1.83020 -1.44413 -1.61781 0.216
C 1.53902 1.48066 -0.45601 -0.625
C 1.82076 -1.07575 1.07445 -0.604
C -3.45310 0.09527 -0.76693 -0.716
H 2.75830 -0.66906 0.63851 0.207
C -0.11214 1.32922 1.28451 -0.620
H -4.05811 0.21579 0.11204 0.241
H 1.89635 1.26991 -1.42995 0.213
C 0.32670 0.66869 -0.04188 -0.233
N -1.56649 -1.09565 0.37343 -0.037
C -2.37154 -0.87303 -0.49157 0.192
H -0.84206 0.90198 1.91696 0.218
H 1.32943 2.58249 -0.63584 0.210
C 0.94202 -1.62660 -1.13351 -0.629
C 0.66788 -0.85688 0.15468 0.090
H 0.86918 1.35915 1.74739 0.207
H -4.22226 -0.24438 -1.55278 0.241
H 1.57622 -0.54637 2.01669 0.214
H 1.98874 -2.12245 1.15317 0.222
H -0.33577 2.41239 1.14633 0.209
H -3.06797 1.10249 -0.78073 0.246
N -0.46110 -1.47083 0.77742 -0.308
H 2.33498 1.69098 0.26347 0.211
H -0.31581 0.82899 -0.87981 0.205
```

As for the gap between HOMO and LUMO: 8.629 eV.

(3)
The following is a quantum chemistry calculation of a cluster of 2 separate species, C8H16N2 in total, from the Open Molecules 2025 dataset.

```
26
Properties=species:S:1:pos:R:3:nbo_charge:R:1
C 0.83351 -1.61643 -0.86129 -0.422
H 0.02321 0.32988 2.77646 0.214
H -2.75103 0.92351 1.87939 0.207
H 2.66812 -2.95192 -1.22404 0.202
H -1.95848 2.46137 -1.98966 0.205
H 1.59832 1.65618 3.09521 0.201
H 2.05546 2.26901 1.51811 0.219
N -0.59916 1.92562 -0.41787 -0.469
C -0.29732 -2.52129 -1.59095 -0.608
H -3.74927 1.92676 0.03980 0.402
H 2.06285 -2.06415 -2.73226 0.198
C 1.17906 1.93485 2.12073 -0.611
C 2.15734 -1.95834 -1.52680 -0.620
C -0.83950 1.27228 0.86133 0.088
C 0.32779 0.75076 1.73417 -0.433
H -0.90700 -3.01941 -0.73478 0.198
H 0.88958 -0.14346 1.22470 0.230
H 3.03351 -1.40811 -1.46155 0.213
H 0.54189 -0.55829 -1.06378 0.226
H -0.97679 -2.02604 -2.21938 0.209
N -2.82767 1.77647 -0.07681 -0.568
H 0.78731 -1.76340 0.31016 0.200
C -1.76895 2.12139 -0.97345 0.197
H 0.49793 2.85154 2.24729 0.212
H 0.16674 -3.42228 -2.04459 0.206
C -2.14744 1.25348 1.10988 -0.095
```

As for the gap between HOMO and LUMO: 9.868 eV. Its SMILES is CCc1c[nH]cn1.CCC.

Short version: (3) is the most stable of them.

(1)
The following is a quantum chemistry calculation of a cluster of 2 separate species, C6H8O2S in total, from the Open Molecules 2025 dataset.

```
17
Properties=species:S:1:pos:R:3:nbo_charge:R:1
H -2.17632 2.65688 0.65077 0.499
O -2.21534 2.35678 -0.26872 -0.657
S 1.32557 1.92762 0.09959 0.389
C 0.24278 0.61689 -0.08808 -0.374
C 2.25374 -0.46039 0.11203 -0.262
H -0.36263 -1.98557 -1.15908 0.209
H 3.64498 1.22009 0.34799 0.226
H 0.86818 -2.72648 -0.13147 0.217
H -2.61775 -0.58498 0.59729 0.502
C 0.84491 -0.59642 -0.06169 -0.177
C -2.10626 1.03027 -0.30898 0.572
H 2.92454 -1.30160 0.15942 0.212
H -0.59057 -2.04862 0.59316 0.197
C 0.14801 -1.91479 -0.19825 -0.619
O -2.63238 0.36339 0.74541 -0.686
H -2.20742 0.61720 -1.30312 0.180
C 2.65594 0.82974 0.21371 -0.429
```

As for the gap between HOMO and LUMO: 8.505 eV.

(2)
The following is a quantum chemistry calculation of the molecule C6H8O2S, from the Open Molecules 2025 dataset.

```
17
Properties=species:S:1:pos:R:3:nbo_charge:R:1
O 0.61023 -0.21486 1.45984 -0.527
C 1.18878 -1.46810 1.38515 0.669
H 2.09021 1.26316 0.05983 0.235
C -1.32435 0.82762 0.34777 -0.497
H 0.08021 -0.51457 -0.55017 0.190
H 1.89101 -1.45153 -1.01105 0.145
S 2.50036 -1.78631 0.15376 -0.078
O 0.85973 -2.27907 2.17212 -0.504
C -2.20070 0.02919 -0.54038 -0.003
H -1.60348 0.64609 1.39078 0.261
H -1.36989 1.88504 0.08873 0.237
C 0.13347 0.27819 0.20159 0.103
H 1.19614 1.28291 -1.45216 0.217
H -3.04865 -1.52278 -1.90388 0.239
H 0.70942 2.37037 -0.16881 0.210
C 1.08543 1.35891 -0.36271 -0.646
C -2.79792 -0.70425 -1.27038 -0.252
```

As for the gap between HOMO and LUMO: 10.505 eV. Its SMILES is C#CC[C@@H](C)OC(=O)S.

Short version: (2) is the most stable of them.

(1)
The following is a quantum chemistry calculation of a cluster of 10 separate species, H18NO12 in total, from the Open Molecules 2025 dataset.

```
31
Properties=species:S:1:pos:R:3:nbo_charge:R:1
H 1.34832 2.31758 -0.21145 0.490
O 1.42532 -0.14042 -3.18245 -0.986
O -2.13268 -0.94442 1.69955 -0.924
H -1.59968 -1.34042 2.42355 0.462
O 2.54632 -2.85742 -0.82545 -0.953
H -3.61168 -1.27142 -1.13845 0.465
H 1.19432 3.70958 -0.94045 0.469
H 1.87332 1.67058 3.08355 0.468
N 1.05932 -0.20042 -0.00345 0.692
H -0.85268 -3.31742 -0.05945 0.489
O -0.91268 1.91458 2.66555 -0.999
H 1.87332 2.35658 1.77355 0.499
O 1.63032 2.48458 2.69055 -0.929
H 2.85332 -2.86342 -1.73545 0.467
H 1.42632 0.15058 -2.27845 0.486
O 0.73132 0.18858 1.13555 -0.519
O -1.76768 -3.20342 0.26855 -0.984
H -1.76068 -2.58742 1.02055 0.476
O 1.22132 3.25358 -0.12145 -0.976
H -1.43568 -0.93542 1.04855 0.485
H 0.54332 -0.49142 -3.37945 0.464
H -0.76468 1.48958 -2.02845 0.455
H -0.00668 2.28958 2.69655 0.486
O -1.38068 1.56458 -1.32045 -0.956
O 0.24732 -0.94842 -0.63145 -0.561
H -2.25568 -1.56742 -0.93045 0.489
H -1.79768 0.70458 -1.23745 0.491
H -0.81968 0.98558 2.35355 0.471
O -2.78468 -0.99842 -1.46345 -0.953
O 1.79132 0.58958 -0.62045 -0.542
H 2.11832 -2.00242 -0.75145 0.477
```

As for the gap between HOMO and LUMO: 9.867 eV. Its total charge is -1.

(2)
The following is a quantum chemistry calculation of a structure of composition H18NO12, from the Open Molecules 2025 dataset.

```
31
Properties=species:S:1:pos:R:3:nbo_charge:R:1
H 1.16556 -0.14604 -0.14423 0.402
H -2.27261 0.87093 1.94061 0.476
H -2.73240 -0.67078 -1.28150 0.440
H 0.94720 2.98213 0.15269 0.445
O 0.40921 0.93290 2.61532 -0.979
H -0.78702 -1.18103 1.62578 0.432
O 0.25359 0.82579 0.75798 -0.363
H 1.18471 -1.44901 -1.77619 0.463
O 0.24429 -0.16938 -1.10076 -0.411
H 0.99969 1.68625 2.60971 0.467
H 1.63017 -1.42652 0.51635 0.438
O -0.53120 -1.05473 2.53948 -0.985
O 1.57192 2.25706 0.16748 -0.986
O 1.93125 -0.71175 -0.04461 -0.899
O -2.82678 0.18826 -0.86995 -0.929
O 0.34220 -2.60211 -0.57590 -0.931
O -1.29191 -0.40120 0.41158 -0.425
H 0.10279 0.86142 1.71131 0.421
H 0.41959 -2.75921 0.36514 0.462
H 1.02964 -1.57938 -3.27647 0.451
H 0.34241 -1.64869 -0.66084 0.431
H 0.18262 -0.41805 2.50302 0.460
O -2.40037 1.29597 1.09251 -0.897
H -2.21718 0.16920 -0.13220 0.417
O 0.47415 0.90357 -2.83817 -0.919
H -1.63212 1.04450 0.57989 0.415
H 0.12891 0.28314 -2.19621 0.441
N -0.21395 0.02958 0.01252 0.708
H 1.02000 1.50012 -2.32591 0.455
O 1.49841 -1.08507 -2.60406 -0.916
H 1.02722 1.47211 0.22561 0.417
```

As for the gap between HOMO and LUMO: 7.675 eV. Its total charge is -1.

Short version: (1) is the most stable of them.